Entry 1:
{
  "formula": "C21H42O7",
  "method": "ωB97M-V with the def2-TZVPD basis set",
  "species": ["C", "C", "C", "O", "H", "H", "H", "H", "H", "H", "C", "C", "C", "O", "H", "H", "H", "H", "H", "H", "C", "C", "C", "O", "H", "H", "H", "H", "H", "H", "C", "C", "C", "O", "H", "H", "H", "H", "H", "H", "C", "C", "C", "O", "H", "H", "H", "H", "H", "H", "C", "C", "C", "O", "H", "H", "H", "H", "H", "H", "C", "C", "C", "O", "H", "H", "H", "H", "H", "H"],
  "coordinates": [[-1.295, 0.614, -0.974], [-0.205, 0.442, 0.077], [-0.584, -0.351, 1.302], [0.930, 0.907, -0.045], [-0.906, 1.253, -1.767], [-2.270, 1.005, -0.681], [-1.485, -0.383, -1.370], [-1.384, -1.051, 1.064], [-0.893, 0.381, 2.047], [0.285, -0.886, 1.686], [2.473, 2.434, -3.010], [1.281, 2.452, -3.995], [1.134, 3.683, -4.864], [0.488, 1.517, -4.074], [2.508, 3.223, -2.259], [3.390, 2.525, -3.591], [2.539, 1.506, -2.443], [0.743, 4.474, -4.223], [0.282, 3.575, -5.536], [1.986, 4.090, -5.408], [-6.918, 0.090, -1.559], [-5.561, 0.908, -1.638], [-4.618, 0.470, -2.776], [-5.357, 1.827, -0.860], [-7.412, 0.416, -0.644], [-6.811, -0.993, -1.505], [-7.672, 0.385, -2.289], [-4.912, 0.963, -3.703], [-4.671, -0.618, -2.812], [-3.619, 0.858, -2.575], [4.584, 1.637, 4.250], [4.225, 0.159, 3.935], [3.182, -0.064, 2.896], [4.784, -0.747, 4.567], [3.764, 2.224, 4.664], [5.017, 1.994, 3.315], [5.417, 1.641, 4.953], [2.686, -1.034, 2.872], [3.562, 0.182, 1.904], [2.305, 0.578, 2.981], [-3.649, 1.413, 3.146], [-4.103, 0.150, 3.733], [-5.302, 0.159, 4.698], [-3.555, -0.884, 3.434], [-4.329, 1.714, 2.349], [-2.641, 1.260, 2.759], [-3.679, 2.207, 3.891], [-5.918, -0.733, 4.593], [-5.888, 1.013, 4.359], [-4.983, 0.396, 5.713], [0.938, -3.600, -0.201], [-0.265, -3.670, -1.117], [-0.905, -4.994, -1.245], [-0.776, -2.674, -1.623], [1.709, -4.278, -0.569], [0.644, -3.788, 0.831], [1.334, -2.586, -0.152], [-1.957, -4.862, -1.501], [-0.787, -5.511, -0.293], [-0.339, -5.504, -2.025], [4.821, 0.407, -0.646], [4.901, -1.087, -0.553], [6.088, -1.723, -1.272], [4.036, -1.675, 0.149], [5.140, 0.722, -1.640], [5.500, 0.863, 0.074], [3.781, 0.687, -0.478], [7.005, -1.627, -0.691], [6.259, -1.287, -2.256], [5.934, -2.797, -1.377]],
  "spin_multiplicity": 1,
  "relative_energy_ev": 1.133,
  "total_charge": 0,
  "smiles": "CC(C)=O.CC(C)=O.CC(C)=O.CC(C)=O.CC(C)=O.CC(C)=O.CC(C)=O"
}

Entry 2:
{
  "formula": "C21H43BGaO12P2",
  "method": "ωB97M-V with the def2-TZVPD basis set",
  "species": ["C", "C", "C", "C", "C", "Ga", "P", "O", "B", "O", "O", "C", "C", "P", "C", "C", "H", "H", "H", "H", "H", "H", "H", "H", "H", "H", "H", "H", "H", "H", "H", "H", "H", "H", "H", "H", "H", "H", "H", "H", "H", "C", "C", "C", "O", "C", "O", "O", "H", "H", "H", "H", "H", "H", "C", "C", "C", "O", "C", "O", "O", "H", "H", "H", "H", "H", "H", "C", "C", "C", "O", "C", "O", "O", "H", "H", "H", "H", "H", "H"],
  "coordinates": [[-4.270, -2.059, -4.106], [-4.889, -0.610, -3.561], [-4.479, -0.390, -1.976], [-2.842, -0.180, -1.753], [-2.088, -1.607, -1.435], [-0.186, -1.758, -2.249], [0.643, 0.477, -2.324], [-0.133, 1.388, -3.357], [1.048, -2.760, -0.922], [1.718, -1.922, 0.133], [1.372, -4.199, -0.917], [0.332, -5.016, -1.558], [-1.156, -4.915, -0.878], [-0.117, -2.530, -4.453], [-1.330, -3.967, -4.783], [1.680, -3.064, -4.818], [-3.087, -1.907, -4.087], [-4.474, -2.938, -3.327], [-4.637, -2.330, -5.196], [-6.042, -0.642, -3.758], [-4.344, 0.237, -4.200], [-4.897, -1.232, -1.256], [-5.012, 0.617, -1.642], [-2.450, 0.373, -2.713], [-2.733, 0.538, -0.824], [-2.828, -2.460, -1.742], [-1.955, -1.684, -0.251], [2.041, 0.390, -2.750], [0.696, 1.033, -0.970], [1.069, -1.941, 0.904], [0.678, -6.151, -1.426], [0.348, -4.830, -2.729], [-1.866, -4.414, -1.663], [-1.554, -6.033, -0.749], [-1.187, -4.441, 0.191], [-2.020, -3.835, -5.723], [-0.655, -4.926, -5.012], [-2.021, -4.236, -3.877], [2.361, -2.101, -4.636], [1.863, -3.480, -5.896], [1.983, -3.831, -3.960], [5.502, 0.561, 2.449], [4.190, -0.060, 2.886], [3.036, 0.297, 1.999], [1.932, 0.232, 2.881], [2.419, 0.483, 4.134], [1.727, 0.704, 5.111], [3.786, 0.457, 4.143], [6.320, 0.198, 3.081], [5.734, 0.315, 1.408], [5.482, 1.650, 2.562], [4.299, -1.147, 2.983], [2.913, -0.414, 1.175], [3.096, 1.310, 1.588], [-2.596, 2.131, 7.045], [-2.410, 1.351, 5.759], [-1.410, 1.966, 4.827], [-1.871, 1.550, 3.555], [-3.217, 1.348, 3.676], [-3.976, 1.178, 2.739], [-3.601, 1.366, 4.988], [-3.271, 1.592, 7.719], [-1.643, 2.285, 7.560], [-3.060, 3.105, 6.854], [-2.161, 0.307, 5.981], [-0.395, 1.597, 5.008], [-1.400, 3.061, 4.855], [1.258, 4.616, -0.613], [2.361, 5.199, 0.248], [3.426, 5.901, -0.540], [4.572, 5.744, 0.274], [4.377, 4.606, 1.007], [5.239, 4.055, 1.668], [3.086, 4.168, 0.898], [0.471, 4.193, 0.019], [0.811, 5.377, -1.260], [1.633, 3.795, -1.234], [1.936, 5.854, 1.017], [3.200, 6.962, -0.687], [3.624, 5.442, -1.515]],
  "spin_multiplicity": 1,
  "total_charge": -1
}

Entry 3:
{
  "formula": "C21H43Br2NbO26PS5",
  "method": "ωB97M-V with the def2-TZVPD basis set",
  "species": ["C", "C", "C", "Nb", "Br", "C", "O", "C", "O", "C", "C", "O", "C", "P", "O", "O", "O", "C", "Br", "C", "C", "H", "H", "H", "H", "H", "H", "H", "H", "H", "H", "H", "H", "H", "H", "H", "H", "H", "H", "H", "H", "H", "H", "H", "C", "C", "O", "S", "O", "O", "O", "H", "H", "H", "H", "C", "C", "O", "S", "O", "O", "O", "H", "H", "H", "H", "C", "C", "O", "S", "O", "O", "O", "H", "H", "H", "H", "C", "C", "O", "S", "O", "O", "O", "H", "H", "H", "H", "C", "C", "O", "S", "O", "O", "O", "H", "H", "H", "H"],
  "coordinates": [[-1.164, 0.216, 3.501], [-0.563, -0.172, 2.265], [-0.010, -0.592, 0.742], [1.832, 0.610, 0.111], [2.132, 1.247, 2.690], [0.458, 2.436, -0.281], [0.647, 3.529, 0.684], [-0.586, 3.716, 1.514], [-1.553, 4.458, 0.706], [-2.870, 3.826, 0.634], [-3.142, 3.515, -0.987], [-4.291, 2.568, -1.126], [3.747, 1.736, -0.284], [3.632, 3.526, -0.899], [3.436, 4.600, 0.289], [5.276, 3.902, -1.483], [2.618, 3.812, -2.278], [1.602, -0.179, -2.014], [3.054, 0.255, -3.292], [0.166, 0.227, -2.747], [0.093, -0.739, -4.110], [-1.291, 0.612, 4.613], [-0.933, -0.394, 0.027], [0.178, -1.769, 0.684], [2.843, -0.889, 0.465], [-0.636, 2.012, -0.052], [0.420, 2.756, -1.404], [-0.257, 4.427, 2.406], [-0.971, 2.728, 2.002], [-2.977, 2.794, 1.170], [-3.759, 4.541, 0.976], [-2.225, 2.970, -1.486], [-3.333, 4.523, -1.575], [-3.925, 1.625, -1.251], [4.316, 1.805, 0.768], [4.548, 1.184, -0.977], [5.337, 4.885, -1.689], [2.196, 2.981, -2.642], [1.563, -1.369, -1.923], [-0.780, -0.057, -2.119], [0.162, 1.344, -3.100], [0.916, -1.594, -4.095], [-0.946, -1.320, -4.184], [0.289, -0.091, -5.065], [0.174, -2.551, -8.879], [-0.199, -1.185, -8.308], [-1.496, -1.359, -7.742], [-1.630, -2.885, -7.182], [-1.356, -2.870, -5.763], [-2.820, -3.476, -7.749], [-0.329, -3.505, -7.945], [-0.319, -2.724, -9.841], [1.254, -2.668, -8.998], [-0.212, -0.404, -9.072], [0.485, -0.895, -7.503], [0.698, 1.024, 7.478], [1.020, 0.061, 8.617], [-0.178, -0.684, 8.826], [-0.954, -0.848, 7.401], [-0.618, -2.142, 6.851], [-2.315, -0.393, 7.568], [-0.125, 0.287, 6.576], [0.123, 1.883, 7.839], [1.599, 1.379, 6.970], [1.316, 0.581, 9.532], [1.809, -0.642, 8.328], [1.441, 2.766, 13.974], [1.130, 3.663, 12.778], [2.214, 3.466, 11.873], [2.753, 1.933, 12.017], [2.145, 1.141, 10.971], [4.178, 1.970, 12.250], [2.006, 1.578, 13.422], [2.187, 3.227, 14.629], [0.546, 2.529, 14.555], [1.048, 4.716, 13.058], [0.209, 3.347, 12.277], [1.131, -4.932, -13.582], [0.097, -4.408, -12.588], [0.837, -3.611, -11.665], [2.093, -2.924, -12.447], [1.711, -1.580, -12.820], [3.304, -3.226, -11.720], [2.044, -3.855, -13.785], [1.687, -5.776, -13.163], [0.676, -5.231, -14.530], [-0.426, -5.214, -12.068], [-0.633, -3.760, -13.083], [-4.942, -3.489, 3.078], [-3.568, -2.916, 3.415], [-2.660, -3.583, 2.542], [-3.424, -3.920, 1.140], [-3.092, -2.886, 0.186], [-3.268, -5.328, 0.862], [-4.947, -3.660, 1.662], [-5.083, -4.472, 3.540], [-5.754, -2.824, 3.385], [-3.292, -3.082, 4.459], [-3.524, -1.844, 3.194]],
  "spin_multiplicity": 1,
  "total_charge": -1
}

Number 1: calculated total energy -36789.098 eV, E_LUMO 0.7 eV. Number 2: calculated total energy -118674.165 eV, E_LUMO 2.2 eV. Number 3: calculated total energy -280794.509 eV, E_LUMO 1.2 eV.